100
Properties=species:S:1:pos:R:3:forces:R:3 method="wB97M-V/def2-TZVPD" largest_force_ha_per_bohr=0.03849 e_above_lowest_kj_mol=0.0 charge=-2 homo_lumo_gap_ev=6.086 energy_ha=-4311.10072
K -1.1742 2.1565 -0.8345 1.522 0.026 1.265
S 1.7425 2.5701 0.1097 0.162 -0.037 -0.195
C 2.5346 1.2875 -0.7193 -0.114 -0.080 0.154
N 3.7158 0.8697 -0.3992 0.029 -0.040 0.085
N 4.2633 -0.1368 -1.1708 0.199 0.165 -0.012
C 5.3865 -0.7808 -0.7624 0.200 0.343 -0.112
C 6.0079 -0.4962 0.4653 -0.023 -0.010 -0.010
C 7.1355 -1.2017 0.8482 0.008 -0.002 0.016
C 7.6828 -2.1988 0.0482 -0.028 0.001 -0.019
C 7.0690 -2.4777 -1.1691 0.054 0.000 -0.008
C 5.9455 -1.7845 -1.5760 0.178 0.101 -0.045
N 1.9508 0.6077 -1.8672 0.114 -0.048 0.035
N 0.8121 0.1599 -1.7214 0.000 0.164 -0.044
C 0.3418 -0.6449 -2.8153 -0.039 0.156 0.005
C 1.1548 -1.0974 -3.8444 -0.067 0.084 -0.079
C 0.6254 -1.9322 -4.8128 0.012 0.056 -0.035
C -0.7096 -2.3114 -4.7569 -0.012 -0.010 -0.002
C -1.5192 -1.8511 -3.7281 -0.004 0.029 0.008
C -0.9902 -1.0216 -2.7536 0.002 0.069 -0.074
H 3.7721 -0.4412 -1.9965 0.020 -0.012 -0.035
H 5.5820 0.2754 1.0895 0.001 0.004 -0.001
H 7.5967 -0.9667 1.8012 -0.004 -0.002 -0.002
H 8.5614 -2.7460 0.3646 -0.002 0.003 -0.003
H 7.4741 -3.2485 -1.8154 -0.009 -0.001 0.005
H 5.4781 -2.0118 -2.5282 0.006 0.005 -0.008
H 2.1889 -0.7855 -3.8844 0.007 0.006 0.009
H 1.2524 -2.2751 -5.6265 -0.001 -0.007 -0.003
H -1.1221 -2.9538 -5.5256 -0.001 0.000 -0.002
H -2.5658 -2.1256 -3.6912 -0.001 0.000 -0.001
H -1.6099 -0.6446 -1.9498 -0.001 -0.020 0.012
C 0.2034 -0.0350 1.6114 -0.126 -0.055 0.123
C -0.3608 0.8695 2.7211 -0.021 -0.014 -0.038
P -1.9903 1.6272 2.2577 0.063 -0.152 0.177
C -3.0330 0.1267 2.0949 -0.047 0.029 -0.027
C -3.2405 -0.7709 3.1423 0.032 -0.006 0.009
C -3.9580 -1.9357 2.9381 0.010 -0.009 0.008
C -4.4721 -2.2202 1.6773 -0.008 0.002 -0.017
C -4.2926 -1.3224 0.6372 0.001 -0.016 0.015
C -3.5862 -0.1411 0.8451 -0.002 -0.001 0.002
C -2.5910 2.2368 3.8793 0.095 0.042 0.020
C -1.7341 2.5518 4.9314 -0.009 0.000 0.003
C -2.2290 3.0765 6.1197 -0.005 -0.002 0.001
C -3.5884 3.2964 6.2725 -0.002 -0.004 0.004
C -4.4514 2.9967 5.2245 -0.007 0.004 0.008
C -3.9569 2.4788 4.0399 -0.001 0.010 -0.016
P -0.2090 -1.8287 1.7412 0.007 0.008 0.067
C 0.7877 -2.3173 3.2153 0.011 0.003 0.000
C 1.7889 -1.5413 3.7979 -0.007 0.006 -0.008
C 2.4939 -2.0005 4.9028 -0.002 0.002 -0.002
C 2.2128 -3.2463 5.4442 -0.002 -0.002 0.004
C 1.2163 -4.0295 4.8775 0.000 -0.002 0.010
C 0.5077 -3.5616 3.7813 -0.013 0.000 -0.005
C 0.8824 -2.4527 0.4010 0.016 -0.010 -0.031
C 2.2654 -2.2746 0.3801 -0.078 -0.031 0.037
C 3.0196 -2.7298 -0.6892 -0.101 -0.203 0.046
C 2.3950 -3.3544 -1.7634 -0.031 -0.032 0.111
C 1.0202 -3.5305 -1.7600 0.000 -0.160 0.128
C 0.2715 -3.0884 -0.6767 0.043 -0.114 0.003
H 1.2847 0.0898 1.5359 -0.001 0.061 -0.014
H -0.1623 0.2773 0.6323 0.073 -0.136 -0.002
H 0.3312 1.7105 2.8241 -0.008 0.001 0.057
H -0.4200 0.3533 3.6843 -0.001 -0.038 0.000
H -2.8242 -0.5593 4.1220 -0.002 0.003 -0.004
H -4.1020 -2.6333 3.7549 -0.002 0.002 -0.002
H -5.0205 -3.1402 1.5118 0.001 0.001 0.001
H -4.7101 -1.5285 -0.3408 0.000 0.004 0.000
H -3.5000 0.5914 0.0461 0.002 -0.006 -0.010
H -0.6686 2.3908 4.8289 -0.002 -0.003 0.008
H -1.5454 3.3132 6.9263 -0.001 -0.001 0.000
H -3.9754 3.7038 7.1986 0.000 0.003 -0.002
H -5.5147 3.1754 5.3288 0.001 -0.002 0.000
H -4.6351 2.2589 3.2232 0.002 -0.003 0.000
H 2.0315 -0.5694 3.3869 0.000 0.012 0.003
H 3.2700 -1.3817 5.3368 0.000 -0.001 -0.002
H 2.7647 -3.6037 6.3051 0.002 -0.001 -0.002
H 0.9859 -5.0025 5.2951 0.000 0.001 -0.002
H -0.2812 -4.1680 3.3486 0.001 0.002 0.002
H 2.7617 -1.7646 1.1982 0.027 0.000 0.008
H 4.0924 -2.5798 -0.6952 -0.375 -0.336 0.114
H 2.9843 -3.6877 -2.6097 0.000 -0.020 -0.024
H 0.5237 -3.9839 -2.6093 0.002 0.018 0.011
H -0.8061 -3.2088 -0.6773 0.007 -0.015 -0.004
O -3.4208 4.5619 -0.9428 -0.011 -0.015 -0.021
C -3.3072 3.5327 -1.6281 -0.354 0.170 -0.147
O -3.4539 2.3413 -1.2348 -1.142 0.120 -0.287
C -2.8995 3.7303 -3.0971 0.055 0.000 -0.101
C -3.4017 4.8115 -3.7531 -0.084 -0.038 0.062
C -3.1090 5.0462 -5.1118 -0.031 0.069 -0.046
C -2.2957 4.1856 -5.8138 -0.001 -0.016 0.031
C -1.7540 3.0874 -5.1749 -0.014 0.000 -0.070
C -1.9651 2.8111 -3.7598 -0.173 -0.074 -0.034
O -1.3845 1.9061 -3.1352 -0.020 0.030 -1.132
N -0.9441 2.2162 -6.0073 0.018 0.030 0.058
O -0.5752 1.1420 -5.5733 -0.030 -0.047 0.013
O -0.6681 2.5949 -7.1479 0.020 0.012 -0.024
N -3.6803 6.1758 -5.7903 -0.007 -0.071 0.025
O -4.4810 6.8797 -5.1847 0.014 0.031 0.009
O -3.3569 6.3981 -6.9547 -0.003 0.006 -0.015
H -4.0381 5.4975 -3.2123 0.012 0.009 0.006
H -2.0845 4.3566 -6.8566 0.000 0.000 0.000


11
Properties=species:S:1:pos:R:3:forces:R:3 method="wB97M-V/def2-TZVPD" largest_force_ha_per_bohr=0.05045 e_above_lowest_kj_mol=234.3 charge=0 homo_lumo_gap_ev=10.512 energy_ha=-285.32535 smiles="C[C@H](C#N)C=O"
C -0.4623 0.2248 1.2420 -0.188 0.278 0.117
C -0.3437 -0.4850 -0.1235 0.958 -0.372 0.201
C 1.0936 -0.9734 -0.0113 0.032 0.822 -0.843
N 2.0983 -0.4440 -0.2995 -0.072 -2.147 1.455
C -0.1571 0.3802 -1.3849 0.611 0.615 -0.577
O 0.9236 0.7653 -1.7459 -1.197 0.734 -0.563
H -0.1863 -0.5197 1.9975 -0.225 0.301 -0.053
H 0.2732 1.0301 1.2891 -0.167 -0.018 0.061
H -1.4599 0.5991 1.4655 -0.025 0.044 -0.143
H -1.2320 -1.1293 -0.2730 1.010 -0.299 0.074
H -0.9900 0.5767 -2.0587 -0.737 0.042 0.271


48
Properties=species:S:1:pos:R:3:forces:R:3 method="wB97M-V/def2-TZVPD" largest_force_ha_per_bohr=0.04189 charge=0 homo_lumo_gap_ev="4.209 / 4.193" energy_ha=-4142.61277
K -0.2137 -20.2309 2.4182 -0.736 0.950 -0.252
C -3.9825 -17.7376 5.5835 0.013 -0.143 -0.455
O -3.9441 -19.0886 6.0925 -0.311 -0.580 -1.004
C -4.3241 -19.9559 5.1791 0.156 0.247 0.341
C -4.0014 -21.3270 5.6350 -0.354 -0.223 0.722
H -3.2557 -17.6862 4.7673 -0.197 0.219 0.181
H -3.6774 -17.1313 6.4068 0.137 0.618 0.442
H -4.9773 -17.4659 5.2096 0.257 -0.238 0.216
H -3.5574 -21.4261 6.6337 -0.216 0.140 0.023
H -3.2628 -21.6772 4.9294 0.256 -0.298 -0.445
H -4.8759 -21.9874 5.5242 0.282 0.209 -0.051
C -4.0481 -22.9978 1.2314 -0.306 -0.217 0.505
C -3.3649 -21.6697 1.5987 -0.175 -0.141 1.379
Sb -4.2813 -19.7926 1.0298 0.928 -0.304 -0.658
C -6.2728 -20.4976 0.9063 -0.454 0.238 -0.119
C -6.8603 -20.9610 -0.4415 -0.656 1.428 0.815
C -3.6281 -19.9926 -1.0477 -0.895 -0.336 -0.192
C -3.8269 -21.2541 -1.9275 0.952 -0.135 0.617
H -3.5057 -23.8398 1.6805 0.016 0.185 -0.007
H -4.0675 -23.2051 0.1627 -0.148 0.222 -0.036
H -5.0885 -23.0744 1.6417 0.813 0.227 -0.465
H -2.3119 -21.6457 1.3108 -0.038 -0.190 -0.432
H -3.3080 -21.6125 2.7131 -0.157 -0.087 -0.641
H -6.8803 -19.6663 1.2962 0.086 -0.384 -0.019
H -6.2606 -21.2888 1.6545 -0.403 -0.065 0.009
H -6.7578 -20.1679 -1.1974 -0.017 -0.160 0.182
H -7.9480 -21.0829 -0.2611 0.563 -0.397 -0.459
H -6.3763 -21.8238 -0.8382 -0.029 -0.799 -0.039
H -2.5776 -19.7331 -0.9923 0.287 0.081 -0.157
H -4.1388 -19.1792 -1.5627 0.144 0.265 -0.021
H -3.1972 -22.1140 -1.6180 -0.236 0.580 -0.115
H -3.5554 -20.9864 -2.9400 0.293 -0.050 -0.353
H -4.8320 -21.6239 -2.0016 -0.475 0.052 0.227
Se -1.1431 -13.7528 3.7288 0.948 -0.433 0.014
N -0.2741 -15.2735 4.0668 1.491 0.073 0.700
C 0.9284 -14.9340 4.6001 -1.440 -0.558 -0.183
C 1.9322 -15.8510 5.0941 -1.314 -1.189 -1.224
C 3.0321 -15.3650 5.6568 0.997 0.004 0.581
C 3.2232 -13.9744 5.8761 0.080 0.892 0.046
C 2.3527 -13.0468 5.4247 -0.552 -0.267 -0.230
C 1.1616 -13.5150 4.7431 0.222 -0.373 -0.004
N 0.2077 -12.7571 4.2721 -0.447 1.248 0.233
H 1.8157 -16.9368 4.9405 -0.092 0.697 0.116
H 3.8245 -16.0233 5.9840 -0.079 -0.170 0.059
H 4.0843 -13.6455 6.4388 0.147 -0.036 -0.020
H 2.4725 -11.9915 5.6180 0.029 0.051 -0.097
O 1.2946 -21.8242 3.1498 1.250 0.188 1.104
N 0.6466 -22.5366 2.3838 -0.617 -1.041 -0.835


11
Properties=species:S:1:pos:R:3:forces:R:3 method="wB97M-V/def2-TZVPD" largest_force_ha_per_bohr=0.13148 e_above_lowest_kj_mol=284.7 s_squared=2.01 charge=0 homo_lumo_gap_ev="7.266 / 8.447" energy_ha=-326.40053 spin_multiplicity=3
C -0.0980 0.8075 0.7853 -1.388 -1.805 -2.272
C -0.2030 -0.3778 1.3073 -0.606 -2.231 -5.784
C -0.1076 0.8037 -0.7835 -0.033 -0.296 3.853
N -0.4371 -0.6168 -1.0111 -0.377 2.388 -3.382
N -0.2443 -1.4239 -0.0140 -3.144 3.488 4.864
F 1.4118 -1.8195 0.0649 4.367 -1.974 -0.256
H 0.0339 1.6034 1.3870 0.358 2.977 1.508
H -0.3152 -0.7132 2.2638 0.077 -1.212 2.093
H -0.7636 1.5626 -1.2156 0.136 -0.399 -0.219
H 0.9566 1.0511 -0.7908 0.326 -0.266 -1.706
H -0.2336 -0.8771 -1.9933 0.284 -0.671 1.301